Version i
# C2HNO

An isolated molecule of C2HNO (ωB97M-V with the def2-TZVPD basis set, the Open Molecules 2025 dataset).

Calculated values
* SMILES string: N#CC=O
* gap between HOMO and LUMO (spin up / spin down): 11.046 / 11.045 eV
* total charge: 0
* HOMO energy (spin up / spin down): -11.5 / -11.5 eV
* multiplicity: 1

Last column: Löwdin charge in e.
Geometry (Å):
N1 -0.335 -1.647 -0.292  0.187
C1 0.533 -0.877 -0.164  -0.116
C2 0.098 0.541 0.090  -0.290
O1 -0.219 1.275 -0.791  0.094
H1 -0.079 0.706 1.159  0.125

---

Version ii
# C2HNO

An isolated molecule of C2HNO (ωB97M-V with the def2-TZVPD basis set, the Open Molecules 2025 dataset).

Calculated values
* SMILES string: N#CC=O
* gap between HOMO and LUMO: 10.955 eV
* total charge: 0
* HOMO energy: -11.7 eV
* multiplicity: 1

Last column: Löwdin charge in e.
Geometry (Å):
N1 -0.275 1.436 1.320  0.173
C1 -0.243 0.479 0.680  -0.159
C2 0.042 -0.466 -0.411  -0.273
O1 -0.462 -0.259 -1.465  0.104
H1 0.937 -1.189 -0.124  0.155

---

Last place for stability: version i

---

Version i
# BrH2NO2S

A cluster of 2 separate species, BrH2NO2S in total (ωB97M-V with the def2-TZVPD basis set, the Open Molecules 2025 dataset).

Calculated values
* gap between HOMO and LUMO (spin up / spin down): 7.518 / 7.518 eV
* total charge: 0
* HOMO energy (spin up / spin down): -10.2 / -10.2 eV
* multiplicity: 1

Last column: Löwdin charge in e.
Geometry (Å):
N1 -0.301 0.262 0.080  -0.014
O1 -3.202 -1.550 0.175  -0.409
O2 -1.147 -2.795 -0.414  -0.356
S1 -1.921 -1.609 -0.499  0.355
Br1 -2.291 -0.747 -2.490  0.427
H1 -0.810 1.171 -0.211  0.019
H2 -0.354 0.169 1.105  -0.022

---

Version ii
# BrH2NO2S

A cluster of 2 separate species, BrH2NO2S in total (ωB97M-V with the def2-TZVPD basis set, the Open Molecules 2025 dataset).

Calculated values
* gap between HOMO and LUMO: 6.922 eV
* total charge: 0
* HOMO energy: -10.3 eV
* multiplicity: 1

Last column: Löwdin charge in e.
Geometry (Å):
N1 -1.402 -0.743 -0.431  0.059
O1 0.780 1.136 1.473  -0.393
O2 1.185 1.240 -1.000  -0.407
S1 0.850 0.466 0.178  0.441
Br1 2.197 -1.433 0.112  0.334
H1 -1.911 -0.842 0.449  -0.012
H2 -1.699 0.176 -0.782  -0.023

---

Last place for stability: version ii

---

Version i
# C4H10NO

A cluster of 2 separate species, C4H10NO in total (ωB97M-V with the def2-TZVPD basis set, the Open Molecules 2025 dataset).

Calculated values
* gap between HOMO and LUMO (spin up / spin down): 6.706 / 9.071 eV
* total charge: +1
* HOMO energy (spin up / spin down): -10.1 / -15.1 eV
* multiplicity: 3
* expectation value of S²: 2.007

Last column: Löwdin charge in e.
Geometry (Å):
C1 1.918 -0.664 0.331  -0.010
C2 0.989 0.461 0.513  0.033
C3 -1.980 0.874 -0.262  -0.079
C4 -1.256 -0.238 0.360  -0.311
N1 1.577 0.268 -0.805  0.139
O1 -1.031 -1.511 -0.081  0.010
H1 2.835 -0.615 0.775  0.093
H2 1.722 -1.772 0.349  0.159
H3 1.035 1.441 0.976  0.147
H4 -2.294 0.737 -1.267  0.078
H5 -1.503 1.830 -0.439  0.079
H6 -2.819 0.988 0.348  0.070
H7 -1.353 -0.236 1.506  0.145
H8 2.285 0.849 -1.228  0.179
H9 1.035 -0.159 -1.547  0.175
H10 -1.158 -2.254 0.471  0.093

---

Version ii
# C4H10NO

A structure of composition C4H10NO (ωB97M-V with the def2-TZVPD basis set, the Open Molecules 2025 dataset).

Calculated values
* gap between HOMO and LUMO (spin up / spin down): 6.153 / 8.050 eV
* total charge: +1
* HOMO energy (spin up / spin down): -9.9 / -15.1 eV
* multiplicity: 3
* expectation value of S²: 2.006

Last column: Löwdin charge in e.
Geometry (Å):
C1 -0.474 0.648 -1.383  -0.125
C2 -0.642 -0.581 -0.400  -0.222
C3 0.722 0.553 0.419  -0.181
C4 -1.801 -0.802 0.456  -0.095
N1 2.172 0.052 0.631  0.214
O1 0.623 1.357 -0.733  -0.050
H1 -0.306 0.502 -2.540  0.170
H2 -1.482 1.145 -1.332  0.129
H3 -0.133 -1.511 -0.649  0.115
H4 0.470 1.027 1.495  0.199
H5 -1.948 -1.879 0.748  0.111
H6 -2.729 -0.479 -0.136  0.125
H7 -1.759 -0.095 1.259  0.071
H8 2.768 0.875 0.904  0.184
H9 2.431 -0.312 -0.271  0.158
H10 2.087 -0.500 1.531  0.197

---

Last place for stability: version ii

---

Version i
# C6H11FO

An isolated molecule of C6H11FO (ωB97M-V with the def2-TZVPD basis set, the Open Molecules 2025 dataset).

Calculated values
* SMILES string: CCO/C(=C\F)CC
* gap between HOMO and LUMO: 9.910 eV
* total charge: 0
* HOMO energy: -8.9 eV
* multiplicity: 1

Last column: Löwdin charge in e.
Geometry (Å):
C1 -0.201 -2.163 -0.073  -0.070
C2 0.877 -1.324 -0.724  -0.255
O1 0.350 -0.260 -1.504  -0.063
C3 -0.273 0.754 -0.808  -0.302
C4 -1.514 1.096 -1.118  -0.072
F1 -2.243 0.387 -2.022  0.011
C5 0.521 1.546 0.226  -0.178
C6 0.328 1.072 1.679  -0.091
H1 0.255 -3.011 0.461  0.082
H2 -0.791 -1.573 0.638  0.069
H3 -0.896 -2.551 -0.847  0.093
H4 1.446 -1.917 -1.459  0.129
H5 1.578 -0.925 0.011  0.104
H6 -2.034 1.936 -0.696  0.120
H7 1.559 1.518 -0.052  0.109
H8 0.244 2.586 0.151  0.105
H9 -0.742 1.105 1.966  0.085
H10 0.654 0.029 1.806  0.062
H11 0.883 1.694 2.366  0.063

---

Version ii
# C6H11FO

An isolated molecule of C6H11FO (ωB97M-V with the def2-TZVPD basis set, the Open Molecules 2025 dataset).

Calculated values
* SMILES string: CCO/C(=C\F)CC
* gap between HOMO and LUMO: 9.679 eV
* total charge: 0
* HOMO energy: -8.7 eV
* multiplicity: 1

Last column: Löwdin charge in e.
Geometry (Å):
C1 -1.931 -0.767 0.701  -0.069
C2 -1.369 -0.915 -0.699  -0.235
O1 -0.895 0.332 -1.187  -0.055
C3 0.183 0.887 -0.640  -0.360
C4 0.076 2.082 -0.046  -0.070
F1 -1.122 2.677 0.178  0.013
C5 1.501 0.206 -0.711  -0.177
C6 1.843 -0.498 0.599  -0.087
H1 -2.454 -1.740 0.969  0.097
H2 -1.139 -0.582 1.434  0.067
H3 -2.682 0.042 0.762  0.088
H4 -2.071 -1.241 -1.446  0.115
H5 -0.512 -1.651 -0.712  0.125
H6 0.942 2.634 0.317  0.124
H7 1.559 -0.531 -1.562  0.138
H8 2.271 0.959 -0.836  0.110
H9 1.915 0.240 1.388  0.081
H10 1.115 -1.183 0.934  0.049
H11 2.768 -0.951 0.558  0.046

---

Last place for stability: version ii

---

Version i
# C12H36O12

A cluster of 6 separate species, C12H36O12 in total (ωB97M-V with the def2-TZVPD basis set, the Open Molecules 2025 dataset).

Calculated values
* SMILES string: OCCO.OCCO.OCCO.OCCO.OCCO.OCCO
* gap between HOMO and LUMO: 9.823 eV
* total charge: 0
* HOMO energy: -9.5 eV
* multiplicity: 1

Last column: Löwdin charge in e.
Geometry (Å):
O1 -2.377 1.773 1.332  -0.088
C1 -2.121 2.997 0.628  -0.229
C2 -0.614 3.316 0.490  -0.206
O2 0.052 3.071 1.750  -0.085
H1 -1.830 1.075 0.907  0.050
H2 -2.484 2.923 -0.419  0.113
H3 -2.621 3.820 1.150  0.118
H4 -0.496 4.351 0.141  0.118
H5 -0.166 2.578 -0.181  0.096
H6 -0.656 3.093 2.394  0.081
O3 2.173 2.053 -2.577  -0.039
C3 1.118 1.678 -3.372  -0.286
C4 0.451 2.863 -4.103  -0.238
O4 -0.328 3.740 -3.319  -0.067
H7 2.581 1.250 -2.286  0.067
H8 1.372 0.923 -4.163  0.129
H9 0.388 1.152 -2.774  0.097
H10 -0.231 2.382 -4.778  0.102
H11 1.223 3.484 -4.618  0.134
H12 0.187 4.524 -3.101  0.086
O5 1.472 -5.455 2.237  -0.062
C5 1.113 -4.432 1.375  -0.246
C6 -0.374 -4.516 0.915  -0.251
O6 -1.222 -3.728 1.706  -0.069
H13 0.949 -5.676 2.996  0.084
H14 1.338 -3.443 1.848  0.126
H15 1.686 -4.658 0.480  0.116
H16 -0.644 -5.563 1.013  0.118
H17 -0.408 -4.157 -0.122  0.108
H18 -2.085 -4.139 1.620  0.086
O7 -5.644 -0.129 -2.208  -0.054
C7 -4.721 -0.175 -3.289  -0.221
C8 -3.351 0.125 -2.646  -0.235
O8 -3.116 -0.760 -1.589  -0.064
H19 -6.538 -0.127 -2.527  0.085
H20 -4.678 -1.115 -3.810  0.112
H21 -4.922 0.620 -3.999  0.117
H22 -3.351 1.180 -2.305  0.123
H23 -2.546 0.056 -3.390  0.125
H24 -3.961 -0.919 -1.170  0.088
O9 2.916 -0.574 4.753  -0.078
C9 3.740 0.341 3.989  -0.199
C10 4.422 -0.393 2.773  -0.259
O10 5.355 -1.325 3.252  -0.067
H25 2.091 -0.732 4.308  0.066
H26 3.117 1.186 3.697  0.103
H27 4.596 0.631 4.615  0.120
H28 4.911 0.279 2.096  0.111
H29 3.614 -0.873 2.193  0.084
H30 4.760 -1.757 3.903  0.091
O11 1.397 0.472 1.824  -0.068
C11 1.509 -0.218 0.591  -0.206
C12 0.121 -0.843 0.144  -0.178
O12 -0.786 0.185 -0.270  -0.119
H31 1.034 1.357 1.714  0.051
H32 1.994 0.451 -0.186  0.123
H33 2.279 -0.991 0.698  0.091
H34 -0.368 -1.370 0.965  0.108
H35 0.236 -1.518 -0.727  0.122
H36 -1.557 -0.346 -0.567  0.065

---

Version ii
# C12H36O12

A cluster of 6 separate species, C12H36O12 in total (ωB97M-V with the def2-TZVPD basis set, the Open Molecules 2025 dataset).

Calculated values
* SMILES string: OCCO.OCCO.OCCO.OCCO.OCCO.OCCO
* gap between HOMO and LUMO: 9.822 eV
* total charge: 0
* HOMO energy: -9.6 eV
* multiplicity: 1

Last column: Löwdin charge in e.
Geometry (Å):
O1 1.031 1.428 -0.807  -0.091
C1 1.197 0.376 0.099  -0.191
C2 -0.186 -0.238 0.428  -0.242
O2 -0.970 0.520 1.259  -0.049
H1 0.874 1.094 -1.693  0.046
H2 1.780 -0.410 -0.380  0.123
H3 1.643 0.733 1.027  0.133
H4 -0.032 -1.229 0.855  0.105
H5 -0.704 -0.389 -0.519  0.106
H6 -1.600 -0.076 1.670  0.058
O3 -0.344 -5.345 2.074  -0.095
C3 0.944 -5.626 1.485  -0.188
C4 1.396 -4.409 0.622  -0.275
O4 0.737 -4.344 -0.568  -0.050
H7 -0.775 -6.183 2.259  0.083
H8 1.563 -5.897 2.340  0.111
H9 0.880 -6.560 0.927  0.118
H10 2.451 -4.520 0.372  0.120
H11 1.318 -3.400 1.028  0.108
H12 -0.185 -4.280 -0.311  0.084
O5 -1.787 -0.718 -4.271  -0.022
C5 -1.425 0.313 -3.472  -0.283
C6 -0.021 0.728 -3.819  -0.229
O6 0.955 -0.046 -3.148  -0.069
H13 -1.231 -1.469 -4.049  0.099
H14 -2.073 1.179 -3.609  0.134
H15 -1.522 0.087 -2.410  0.111
H16 0.165 1.734 -3.442  0.114
H17 0.097 0.780 -4.902  0.133
H18 1.802 0.020 -3.595  0.108
O7 2.718 3.330 -0.086  -0.069
C7 3.941 2.743 -0.305  -0.284
C8 5.032 3.795 0.000  -0.235
O8 5.026 4.373 1.314  -0.059
H19 1.997 2.712 -0.227  0.022
H20 4.023 1.912 0.397  0.111
H21 4.077 2.341 -1.309  0.114
H22 4.906 4.546 -0.780  0.110
H23 6.042 3.420 -0.163  0.113
H24 4.232 4.913 1.311  0.075
O9 -4.050 -3.658 4.085  -0.076
C9 -3.465 -3.576 2.778  -0.206
C10 -2.178 -2.650 2.756  -0.222
O10 -2.414 -1.261 2.910  -0.054
H25 -4.839 -4.203 4.057  0.079
H26 -3.241 -4.585 2.433  0.103
H27 -4.179 -3.121 2.091  0.114
H28 -1.698 -2.888 1.807  0.092
H29 -1.385 -3.000 3.416  0.118
H30 -2.262 -1.078 3.840  0.108
O11 -1.678 5.908 -1.413  -0.057
C11 -2.384 4.779 -1.006  -0.269
C12 -1.525 3.787 -0.250  -0.246
O12 -2.324 2.640 0.064  -0.072
H31 -0.751 5.704 -1.557  0.082
H32 -3.203 5.113 -0.369  0.126
H33 -2.804 4.281 -1.880  0.113
H34 -1.207 4.282 0.667  0.122
H35 -0.578 3.488 -0.700  0.101
H36 -1.810 2.097 0.666  0.034

---

Last place for stability: version ii

---

Version i
# C2H5N3O2S

An isolated molecule of C2H5N3O2S (ωB97M-V with the def2-TZVPD basis set, the Open Molecules 2025 dataset).

Calculated values
* SMILES string: C=NO/C(=N\O)NS
* gap between HOMO and LUMO: 9.580 eV
* total charge: 0
* HOMO energy: -8.8 eV
* multiplicity: 1

Last column: Löwdin charge in e.
Geometry (Å):
C1 -0.228 2.473 -0.057  0.035
N1 -0.455 1.227 0.210  -0.094
O1 0.171 0.340 -0.514  -0.104
C2 0.239 -0.925 -0.081  -0.507
N2 1.387 -1.549 -0.011  0.020
O2 2.477 -0.663 -0.282  -0.132
N3 -0.968 -1.602 0.414  -0.384
S1 -2.284 -0.915 -0.413  0.722
H1 0.602 2.770 -0.664  0.077
H2 -0.980 3.031 0.583  0.100
H3 3.297 -1.370 -0.089  0.182
H4 -0.775 -2.716 0.191  0.164
H5 -2.484 -0.101 0.712  -0.080

---

Version ii
# C2H5N3O2S

An isolated molecule of C2H5N3O2S (ωB97M-V with the def2-TZVPD basis set, the Open Molecules 2025 dataset).

Calculated values
* SMILES string: NC(=S)O/N=C\NO
* gap between HOMO and LUMO: 8.580 eV
* total charge: 0
* HOMO energy: -8.6 eV
* multiplicity: 1

Last column: Löwdin charge in e.
Geometry (Å):
N1 -2.382 1.047 0.149  0.099
C1 -1.991 -0.192 0.029  -1.102
S1 -2.799 -1.573 -0.007  0.676
O1 -0.671 -0.195 0.116  -0.208
N2 0.200 1.079 0.072  0.134
C2 1.435 0.502 -0.197  -0.150
N3 1.744 -0.826 -0.400  -0.047
O2 2.871 -1.348 0.505  -0.108
H1 -3.425 1.110 0.269  0.136
H2 -1.730 1.819 0.239  0.092
H3 2.170 1.259 -0.185  0.104
H4 0.966 -1.610 -0.314  0.188
H5 3.613 -1.072 -0.274  0.187

---

Last place for stability: version i